Molecular formula: C26H35FMnN6SSi
Method: DFT, ωB97M-V with the def2-TZVPD basis set

orbital gap (alpha / beta)	0.202 / 0.204	Eh
LUMO level (alpha / beta)	-1.23 / -1.20	eV
spin multiplicity	2
max |F|	1.6	eV/A
<S²>	1.186
calculated total energy	-3278.761553	hartree

Cartesian coordinates (Å):
1 Mn 0.12578 0.04523 -0.46597
2 C -2.75878 -3.20903 -1.39823
3 C -1.61137 -2.29118 -1.09375
4 N -1.76333 -0.99810 -1.06960
5 N -3.08241 -0.63222 -1.15060
6 C -3.55133 0.48675 -1.76245
7 N -4.83362 0.80489 -1.43066
8 S -2.68432 1.38963 -2.83669
9 C -0.29907 -2.82355 -0.82814
10 C -0.05063 -4.19944 -0.73928
11 C 1.22821 -4.65878 -0.53321
12 C 2.25950 -3.73407 -0.40682
13 C 1.93662 -2.39496 -0.45191
14 N 0.70162 -1.93420 -0.64867
15 H -3.48518 -2.69941 -2.02731
16 H -3.26008 -3.54719 -0.48695
17 H -2.40777 -4.08563 -1.93759
18 H -3.68491 -1.09160 -0.48439
19 H -5.45047 0.10299 -1.05150
20 H -5.25520 1.49755 -2.02345
21 H -0.87363 -4.89528 -0.80936
22 H 1.43264 -5.71841 -0.46098
23 H 3.28225 -4.04719 -0.25873
24 H 2.71203 -1.65006 -0.32048
25 C -1.64097 0.27749 4.31847
26 Si -1.60111 -0.21244 2.48573
27 C -2.31326 -1.97142 2.35899
28 C -2.70485 1.02197 1.56038
29 N -0.05640 -0.12488 1.72408
30 C 1.13093 -0.28040 2.36273
31 C 1.33810 -0.79575 3.66401
32 C 2.59572 -0.85586 4.23830
33 C 3.72725 -0.42325 3.55800
34 C 3.58090 0.05246 2.25988
35 C 2.32298 0.09341 1.71976
36 F 2.18240 0.51773 0.41298
37 H -2.57090 0.80549 4.54138
38 H -0.81122 0.94087 4.57108
39 H -1.58622 -0.58885 4.98143
40 H -3.34380 -2.02840 2.72228
41 H -1.71662 -2.66901 2.95227
42 H -2.29107 -2.32717 1.32453
43 H -3.72016 0.64513 1.39975
44 H -2.26057 1.26730 0.59539
45 H -2.79772 1.95687 2.11573
46 H 0.47812 -1.16115 4.21079
47 H 2.69910 -1.25234 5.24149
48 H 4.70395 -0.45962 4.02002
49 H 4.42695 0.39275 1.67583
50 C 2.97228 2.60651 -3.89974
51 N 2.19429 1.43689 -3.54739
52 C 2.89397 0.61702 -2.58270
53 C 0.80335 1.71055 -3.18003
54 C 0.55347 2.59142 -1.95969
55 C 0.71264 3.97081 -2.08757
56 C 0.51877 4.81595 -1.00676
57 C 0.14732 4.27933 0.21594
58 C -0.03619 2.90859 0.34167
59 C 0.13616 2.03350 -0.73696
60 H 3.92354 2.28306 -4.32841
61 H 3.18754 3.25652 -3.03902
62 H 2.43714 3.18586 -4.65328
63 H 3.77996 0.17665 -3.04853
64 H 2.23377 -0.19831 -2.27415
65 H 3.21248 1.17758 -1.69274
66 H 0.31865 0.74105 -3.01444
67 H 0.31732 2.16098 -4.05088
68 H 0.98313 4.38882 -3.05204
69 H 0.65160 5.88551 -1.11909
70 H -0.01151 4.92709 1.07109
71 H -0.32779 2.50686 1.30615